(1)
Below is C21H52CuN3O7 as an isolated structure in a non-equilibrium geometry, with properties calculated with ωB97M-V/def2-TZVPD.

Last column: Mulliken charge in e.
Geometry (Å):
Cu  -0.69  -0.24  -0.20  1.441
C  -1.05  4.70  0.58  -1.449
C  -1.10  3.20  1.14  0.411
C  -2.47  3.08  1.96  -1.364
O  -0.90  2.14  0.28  -0.540
H  -0.26  4.86  -0.15  0.308
H  -0.84  5.48  1.30  0.398
H  -2.00  4.95  0.11  0.330
H  -0.38  3.21  1.96  0.091
H  -2.57  2.21  2.61  0.238
H  -3.42  3.17  1.43  0.192
H  -2.49  3.94  2.63  0.484
C  2.27  3.08  -3.14  -0.623
O  3.01  2.47  -2.10  -0.501
C  2.16  2.00  -1.10  0.888
C  2.94  1.62  0.22  -0.980
N  3.68  0.36  0.03  -0.500
C  4.39  0.04  1.24  -0.432
C  5.51  -1.04  1.07  -0.700
O  6.63  -0.52  0.29  -0.380
C  7.62  0.18  1.03  -0.654
H  1.74  2.20  -3.49  0.203
H  2.98  3.34  -3.92  0.298
H  1.64  3.95  -2.95  0.255
H  1.56  1.15  -1.43  -0.835
H  1.40  2.74  -0.84  0.091
H  2.30  1.43  1.08  0.377
H  3.58  2.46  0.51  0.570
H  4.45  0.55  -0.60  0.320
H  3.70  -0.33  2.00  0.003
H  4.88  0.95  1.59  0.627
H  4.98  -1.79  0.49  0.267
H  5.92  -1.39  2.02  0.402
H  8.04  -0.56  1.72  0.290
H  7.18  1.03  1.54  0.267
H  8.47  0.59  0.49  0.278
C  -0.96  -0.25  3.23  -0.801
O  -0.37  -0.73  2.05  0.167
C  0.86  -1.32  2.26  -0.821
C  1.33  -2.22  1.09  -0.899
N  1.49  -1.34  -0.13  0.655
C  1.52  -2.21  -1.37  -0.936
C  0.94  -1.43  -2.50  -0.406
O  -0.53  -1.25  -2.29  -0.182
C  -1.15  -0.81  -3.49  -0.873
H  -0.34  0.39  3.87  0.339
H  -1.20  -1.05  3.93  0.400
H  -1.87  0.21  2.86  -0.100
H  0.73  -1.98  3.12  0.429
H  1.61  -0.53  2.37  0.409
H  0.65  -3.02  0.79  0.363
H  2.21  -2.73  1.47  0.425
H  2.32  -0.78  0.02  -0.387
H  0.95  -3.14  -1.26  0.452
H  2.55  -2.48  -1.60  0.413
H  1.13  -1.98  -3.43  0.537
H  1.42  -0.46  -2.58  0.135
H  -1.21  -1.70  -4.12  0.350
H  -0.63  -0.06  -4.08  0.269
H  -2.20  -0.60  -3.27  0.193
C  -6.52  1.01  -1.22  -0.723
O  -5.29  0.83  -1.95  -0.425
C  -4.11  1.20  -1.29  -0.553
C  -3.83  0.27  -0.07  -0.242
N  -3.14  -0.93  -0.47  0.249
C  -3.37  -1.95  0.47  -1.156
C  -2.64  -3.18  0.02  0.249
O  -2.80  -4.19  1.09  -0.374
C  -2.29  -5.47  0.72  -0.716
H  -6.64  1.96  -0.71  0.332
H  -6.69  0.19  -0.52  0.264
H  -7.33  1.03  -1.95  0.280
H  -4.07  2.24  -0.97  0.427
H  -3.36  1.19  -2.08  0.069
H  -4.77  0.16  0.47  0.546
H  -3.18  0.85  0.57  -0.314
H  -3.69  -1.27  -1.25  0.269
H  -4.45  -2.09  0.44  0.592
H  -2.98  -1.72  1.47  0.138
H  -1.57  -3.01  0.00  -0.354
H  -3.02  -3.46  -0.96  0.421
H  -2.84  -5.88  -0.13  0.299
H  -2.31  -6.15  1.57  0.264
H  -1.24  -5.35  0.43  0.255

Computed properties:
E_tot: -86055.751 eV


(2)
Below is C21H53B2CaF8N6O6 as an isolated structure in a non-equilibrium geometry, with properties calculated with ωB97M-V/def2-TZVPD.

Last column: Mulliken charge in e.
Geometry (Å):
Ca  -2.94  1.80  0.90  1.366
N  -0.86  -0.46  1.14  1.067
O  -0.16  0.20  0.31  -0.438
O  -1.71  0.19  1.82  -0.944
O  -0.66  -1.65  1.36  -0.552
C  -1.25  -4.55  2.63  -1.139
C  -1.84  -3.63  3.64  -0.152
N  -3.30  -3.47  3.44  0.101
C  -4.29  -3.62  4.40  -0.172
C  -5.43  -3.24  3.78  -0.633
N  -5.21  -3.06  2.43  0.192
C  -3.87  -3.12  2.30  -0.298
C  -6.19  -3.16  1.33  -0.843
H  -1.26  -4.27  1.57  0.229
H  -1.72  -5.54  2.54  0.457
H  -0.21  -4.81  2.85  0.337
H  -1.32  -2.67  3.70  0.087
H  -1.76  -4.07  4.63  0.391
H  -4.00  -4.00  5.37  0.451
H  -6.45  -3.36  4.13  0.442
H  -3.33  -3.10  1.37  0.492
H  -5.76  -3.41  0.37  0.336
H  -6.78  -2.25  1.24  0.304
H  -6.82  -3.98  1.66  0.397
C  2.89  5.18  -1.58  -0.744
N  1.96  4.69  -0.50  0.279
C  0.71  5.53  -0.44  -0.863
C  1.57  3.29  -0.96  -1.207
C  2.74  4.70  0.80  -0.897
C  2.02  4.21  2.05  -0.459
O  1.92  2.77  1.99  -0.429
H  2.65  4.73  -2.54  0.259
H  3.94  5.10  -1.30  0.341
H  2.76  6.25  -1.74  0.394
H  0.99  6.57  -0.30  0.301
H  0.03  5.09  0.28  0.306
H  0.34  5.45  -1.46  0.487
H  0.89  3.40  -1.80  0.640
H  0.90  2.96  -0.16  0.143
H  2.42  2.65  -1.14  0.367
H  3.01  5.74  1.00  0.505
H  3.67  4.13  0.76  0.462
H  1.08  4.77  2.11  0.260
H  2.64  4.35  2.94  0.444
H  1.03  2.61  2.33  0.255
C  -1.29  0.07  -5.45  -0.827
N  -0.47  0.97  -4.58  0.079
C  0.10  2.09  -5.42  -0.816
C  -1.32  1.54  -3.51  -0.359
C  0.72  0.29  -3.94  -0.320
C  0.39  -0.93  -3.10  0.237
O  -0.14  -2.06  -3.79  -0.529
H  -1.98  0.58  -6.12  0.345
H  -1.84  -0.59  -4.79  0.365
H  -0.65  -0.58  -6.05  0.365
H  0.76  2.69  -4.79  0.286
H  -0.75  2.70  -5.71  0.404
H  0.66  1.61  -6.22  0.417
H  -1.78  0.70  -2.99  0.424
H  -2.19  2.08  -3.89  0.502
H  -0.78  2.16  -2.80  -0.339
H  1.10  1.00  -3.20  -0.091
H  1.52  0.17  -4.66  0.537
H  -0.21  -0.68  -2.23  0.122
H  1.33  -1.29  -2.67  0.003
H  0.49  -2.77  -3.74  0.365
C  4.72  -1.98  0.31  -0.921
N  3.31  -1.88  0.86  0.294
C  3.10  -0.41  1.11  -0.948
C  2.40  -2.38  -0.23  -1.282
C  3.11  -2.57  2.22  -0.186
C  3.11  -4.07  2.09  -0.653
O  4.25  -4.56  1.40  -0.519
H  4.84  -1.25  -0.48  0.376
H  4.88  -3.00  -0.02  0.375
H  5.40  -1.81  1.14  0.394
H  3.69  -0.12  1.98  0.428
H  2.04  -0.30  1.35  0.166
H  3.44  0.24  0.31  0.332
H  2.65  -1.83  -1.12  0.602
H  1.37  -2.25  0.12  0.321
H  2.56  -3.45  -0.33  0.391
H  2.13  -2.19  2.48  0.265
H  3.91  -2.20  2.85  0.369
H  2.20  -4.49  1.65  0.276
H  3.16  -4.47  3.11  0.502
H  4.39  -5.48  1.65  0.341
B  -4.07  -0.39  -1.22  0.402
F  -4.90  0.63  -0.76  -0.485
F  -3.97  -0.38  -2.60  -0.281
F  -2.81  -0.01  -0.65  -0.051
F  -4.51  -1.58  -0.65  -0.222
B  -1.40  3.52  2.78  0.301
F  -0.58  3.45  3.90  -0.282
F  -0.78  2.89  1.68  0.012
F  -2.60  2.75  2.88  -0.489
F  -1.70  4.83  2.54  -0.322

Computed properties:
E_tot: -85381.011 eV
charge: +3


ΔE to the lowest compared entry with this formula, charge and spin: 0.00; 113.12 (kJ/mol)
LUMO level: 0.59; -7.25 (eV)